ORCA calculation (the ωB97M-V functional and the def2-TZVPD basis) on the ion C26H52Cl2N4O5PS with charge +1.

```
! wB97M-V def2-TZVPD RIJCOSX def2/J DEFGRID3
* xyz 1 1
C 1.710 -2.998 -0.223
C 1.050 -1.650 -0.813
P 2.194 -0.144 -0.768
C 2.703 0.401 -2.516
C 3.249 1.906 -2.602
N 1.393 1.220 0.120
C 2.104 1.814 1.295
C 3.719 1.791 1.173
C 4.411 0.513 1.857
C 5.457 -0.267 0.926
C 5.247 -1.874 1.092
C 5.386 -2.543 -0.375
C 5.697 -4.114 -0.302
O 4.518 -4.954 -0.261
C 4.208 -5.478 -1.580
C 0.220 1.706 -0.248
N -0.409 1.108 -1.466
C -1.702 0.443 -1.158
C -2.912 0.728 -2.153
C -4.228 -0.075 -1.636
C -4.019 -1.660 -1.685
N -5.288 -2.433 -1.478
C -5.482 -3.203 -2.768
C -4.987 -3.445 -0.415
C -5.739 -3.459 1.004
O -4.093 -4.325 -0.561
C -0.488 2.262 -2.380
O -1.233 3.401 -1.953
C -1.251 3.674 -0.566
Cl -3.062 3.873 -0.142
N -0.497 2.809 0.351
C -1.122 2.508 1.659
C -1.199 3.779 2.669
C -2.401 3.498 3.724
C -3.548 4.610 3.682
S -5.116 3.936 4.465
O -4.925 3.935 5.968
O -5.429 2.546 3.981
Cl -6.725 5.170 3.907
H 2.479 -3.403 -0.949
H 2.118 -2.747 0.807
H 0.834 -3.724 -0.057
H 0.645 -1.883 -1.863
H 0.171 -1.403 -0.107
H 3.570 -0.282 -2.841
H 1.855 0.216 -3.260
H 3.031 2.544 -1.685
H 2.704 2.418 -3.478
H 4.369 1.979 -2.846
H 1.795 2.891 1.519
H 1.853 1.136 2.193
H 4.095 1.845 0.103
H 4.108 2.730 1.705
H 5.007 0.913 2.758
H 3.601 -0.159 2.287
H 6.521 -0.079 1.317
H 5.389 -0.013 -0.182
H 4.189 -2.065 1.462
H 5.976 -2.336 1.834
H 6.300 -2.028 -0.857
H 4.493 -2.266 -1.024
H 6.316 -4.442 -1.201
H 6.276 -4.284 0.673
H 4.746 -6.456 -1.814
H 4.394 -4.673 -2.386
H 3.067 -5.634 -1.586
H -2.091 0.641 -0.090
H -1.512 -0.692 -1.193
H -2.670 0.343 -3.196
H -3.248 1.828 -2.185
H -5.160 0.234 -2.237
H -4.401 0.253 -0.555
H -3.512 -1.900 -2.680
H -3.296 -1.937 -0.849
H -6.399 -3.880 -2.684
H -4.545 -3.827 -3.015
H -5.577 -2.436 -3.611
H -6.715 -4.033 0.891
H -5.087 -4.044 1.735
H -5.857 -2.403 1.403
H 0.603 2.610 -2.545
H -0.848 1.983 -3.436
H -0.838 4.743 -0.439
H -0.412 1.776 2.202
H -2.116 1.936 1.610
H -1.521 4.702 2.069
H -0.231 3.950 3.236
H -2.912 2.484 3.533
H -1.966 3.418 4.784
H -3.803 4.924 2.620
H -3.197 5.522 4.286
*
```

Calculated values
Gap between HOMO and LUMO   7.7 eV
LUMO energy   -3.82 eV
Relative energy (zero: lowest compared OMol25 entry of this formula, charge and spin)   0.0 kcal per mole
Highest occupied orbital energy   -11.48 eV
DFT total energy   -89157.705 eV

***

ORCA calculation (the ωB97M-V functional and the def2-TZVPD basis) on a structure of composition C26H52Cu3O18S3.

```
! wB97M-V def2-TZVPD RIJCOSX def2/J DEFGRID3
* xyz 2 4
Cu -1.958 -4.971 -2.769
Cu -0.046 -5.836 4.872
Cu 0.840 1.874 4.052
S 1.099 -0.942 7.855
O 0.640 -2.266 7.381
O 0.072 0.036 7.440
O 1.418 -0.919 9.274
O 2.162 -0.459 7.021
S 0.587 -1.624 1.065
O 1.556 -0.537 1.121
O 0.950 -2.770 1.813
O -0.426 -0.968 1.847
O -0.008 -2.113 -0.173
C -2.860 5.598 0.110
C -3.920 5.608 1.243
C -3.249 5.452 2.581
O -1.952 4.999 2.192
C -1.597 5.685 0.907
H -2.926 6.466 -0.547
H -2.833 4.745 -0.568
H -4.593 4.801 0.954
H -4.448 6.535 1.017
H -3.642 4.711 3.278
H -3.011 6.388 3.086
H -0.824 5.134 0.372
H -1.262 6.701 1.115
C 4.356 -7.551 -3.983
C 3.781 -8.922 -3.851
C 2.302 -8.558 -3.571
O 2.276 -7.160 -3.189
C 3.592 -6.668 -2.954
H 4.068 -7.204 -4.976
H 5.444 -7.595 -3.955
H 4.161 -9.478 -2.994
H 4.038 -9.347 -4.821
H 1.819 -9.160 -2.801
H 1.837 -8.836 -4.517
H 3.661 -6.811 -1.876
H 3.488 -5.626 -3.260
C -8.314 -2.348 -2.746
C -7.970 -2.443 -1.229
C -6.469 -2.386 -1.264
O -6.026 -3.052 -2.380
C -7.131 -3.018 -3.409
H -8.477 -1.336 -3.117
H -9.139 -3.038 -2.923
H -8.217 -3.437 -0.857
H -8.404 -1.702 -0.557
H -5.896 -2.767 -0.418
H -6.214 -1.336 -1.408
H -7.475 -4.000 -3.731
H -6.744 -2.471 -4.269
C 6.683 4.098 -4.942
C 6.842 3.984 -3.472
C 6.852 2.483 -3.183
O 6.699 1.809 -4.384
C 7.002 2.697 -5.455
H 7.404 4.804 -5.354
H 5.676 4.515 -4.988
H 6.095 4.477 -2.850
H 7.814 4.292 -3.089
H 6.166 2.167 -2.397
H 7.890 2.223 -2.978
H 6.403 2.546 -6.353
H 8.073 2.720 -5.656
C 5.058 6.199 6.380
C 6.188 5.518 5.602
C 5.346 4.707 4.505
O 3.929 5.120 4.676
C 3.930 6.350 5.409
H 5.263 7.225 6.687
H 4.661 5.568 7.175
H 6.696 4.742 6.176
H 6.943 6.202 5.215
H 5.389 3.632 4.677
H 5.873 4.919 3.574
H 2.965 6.711 5.764
H 4.039 7.278 4.848
C 0.880 -0.363 -8.327
C -0.118 0.626 -7.558
C -0.651 -0.259 -6.524
O -0.061 -1.520 -6.647
C 1.208 -1.319 -7.232
H 1.835 0.047 -8.653
H 0.365 -0.843 -9.159
H -0.928 1.006 -8.181
H 0.510 1.434 -7.182
H -1.739 -0.287 -6.467
H -0.439 0.137 -5.531
H 1.565 -2.212 -7.747
H 1.976 -0.964 -6.545
C -6.585 -2.080 7.110
C -6.316 -1.987 8.602
O -7.551 -2.189 9.270
S -8.392 -3.357 8.481
O -9.812 -3.068 8.453
O -7.922 -4.720 8.829
O -7.697 -2.855 7.004
H -5.759 -2.223 6.414
H -6.923 -1.112 6.742
H -5.759 -1.113 8.938
H -5.682 -2.840 8.841
*
```

Calculated values
Gap between HOMO and LUMO (spin up / spin down)   2.8 / 1.7 eV
LUMO energy (spin up / spin down)   -8.90 / -9.96 eV
Highest occupied orbital energy (spin up / spin down)   -11.68 / -11.68 eV
DFT total energy   -231046.232 eV

***

ORCA calculation (the ωB97M-V functional and the def2-TZVPD basis) on a structure of composition C26H52O22S8.

```
! wB97M-V def2-TZVPD RIJCOSX def2/J DEFGRID3
* xyz 0 1
C -15.361 -17.771 11.010
C -15.808 -16.559 11.825
O -15.603 -16.885 13.236
S -14.557 -18.068 13.339
O -14.978 -18.804 14.487
O -13.199 -17.540 13.270
O -14.842 -18.788 11.909
H -14.630 -17.433 10.326
H -16.178 -18.176 10.498
H -16.861 -16.360 11.706
H -15.185 -15.655 11.661
C -12.186 -9.691 15.554
C -12.542 -8.579 14.594
O -13.939 -8.387 14.777
S -14.127 -8.369 16.397
O -15.460 -8.724 16.702
O -13.500 -7.171 16.824
O -13.138 -9.580 16.669
H -11.251 -9.672 16.035
H -12.400 -10.751 15.186
H -12.494 -8.955 13.579
H -11.953 -7.630 14.764
C -11.672 -13.993 12.101
C -11.519 -13.352 10.765
O -10.699 -12.176 11.141
S -11.351 -11.566 12.400
O -12.428 -10.674 11.964
O -10.312 -10.988 13.238
O -11.982 -12.866 12.952
H -10.738 -14.447 12.530
H -12.544 -14.669 12.098
H -12.481 -13.004 10.355
H -10.881 -13.857 10.059
C -11.370 -16.123 15.169
C -11.410 -16.804 16.529
C -11.642 -15.879 17.661
S -11.013 -14.294 17.020
O -9.907 -13.952 17.862
O -11.973 -13.284 16.789
C -10.442 -14.850 15.402
H -12.312 -15.803 14.842
H -10.974 -16.754 14.337
H -10.461 -17.330 16.669
H -12.134 -17.583 16.496
H -10.971 -16.012 18.499
H -12.628 -15.779 17.956
H -9.466 -15.196 15.437
H -10.708 -14.031 14.704
C -13.690 -15.381 5.352
C -14.380 -14.082 5.685
C -14.911 -14.081 7.162
S -14.141 -15.529 7.838
O -15.016 -16.660 7.681
O -13.634 -15.257 9.135
C -12.843 -15.756 6.641
H -13.101 -15.533 4.422
H -14.493 -16.099 5.349
H -15.200 -13.989 4.974
H -13.698 -13.259 5.570
H -15.955 -14.367 7.199
H -14.632 -13.213 7.718
H -12.572 -16.767 6.679
H -11.958 -15.072 6.836
C -15.807 -13.146 17.380
C -15.666 -14.579 17.752
C -15.209 -15.415 16.501
S -15.418 -14.308 15.075
O -16.705 -14.519 14.542
O -14.397 -14.512 14.074
C -15.176 -12.823 16.020
H -15.372 -12.527 18.152
H -16.826 -12.849 17.424
H -16.616 -15.015 18.043
H -15.005 -14.726 18.587
H -15.926 -16.313 16.272
H -14.216 -15.775 16.456
H -15.749 -12.042 15.537
H -14.089 -12.684 16.064
C -10.424 -9.191 7.665
C -10.802 -9.347 6.166
C -11.171 -10.791 5.959
S -11.371 -11.651 7.513
O -10.208 -12.429 7.897
O -12.598 -12.422 7.735
C -11.386 -10.143 8.487
H -10.554 -8.177 8.110
H -9.377 -9.493 7.776
H -9.927 -9.050 5.533
H -11.661 -8.743 5.988
H -10.457 -11.441 5.376
H -12.128 -10.974 5.487
H -10.990 -10.335 9.417
H -12.448 -9.811 8.613
C -17.821 -10.610 11.627
C -16.837 -10.695 12.801
C -15.448 -10.980 12.156
S -15.542 -10.389 10.408
O -15.492 -11.598 9.622
O -14.605 -9.314 10.125
C -17.203 -9.737 10.482
H -18.739 -10.237 11.976
H -18.137 -11.573 11.213
H -17.069 -11.514 13.482
H -16.798 -9.723 13.350
H -15.400 -12.038 11.913
H -14.628 -10.448 12.685
H -17.722 -9.688 9.513
H -16.943 -8.693 10.764
*
```

Calculated values
Gap between HOMO and LUMO   10.4 eV
LUMO energy   0.20 eV
Relative energy (zero: lowest compared OMol25 entry of this formula, charge and spin)   0.0 kcal per mole
Highest occupied orbital energy   -10.21 eV
DFT total energy   -159526.327 eV

***

ORCA calculation (the ωB97M-V functional and the def2-TZVPD basis) on a structure of composition C26H53Br5Cl2FLiMgN3NaNbOSSi2.

```
! wB97M-V def2-TZVPD RIJCOSX def2/J DEFGRID3
* xyz -1 1
C -1.123 7.522 -2.302
C -0.645 7.070 -0.876
C 0.341 5.848 -0.984
C 1.477 5.969 0.189
C 1.916 4.470 0.613
C 3.412 4.227 0.016
C 3.870 2.671 -0.112
C 3.272 1.679 1.003
Nb 1.875 0.228 -0.089
C 0.743 -1.383 -1.203
C 0.547 -1.130 -2.742
S 1.970 -0.372 -3.619
C 3.220 -1.594 -3.977
N 4.058 -2.132 -3.100
N 4.852 -2.970 -3.794
C 4.514 -2.953 -5.064
O 3.472 -2.085 -5.229
H -1.439 6.643 -2.911
H -2.021 8.184 -2.183
H -0.326 8.085 -2.833
H -1.519 6.764 -0.249
H -0.131 7.905 -0.300
H 0.894 5.828 -1.997
H -0.251 4.851 -0.862
H 1.157 6.598 1.047
H 2.341 6.492 -0.287
H 1.142 3.656 0.341
H 2.023 4.465 1.788
H 3.411 4.659 -1.076
H 4.215 4.778 0.545
H 3.613 2.213 -1.150
H 4.982 2.661 -0.025
H 4.130 1.082 1.402
H 2.790 2.176 1.876
H 1.408 1.529 -1.248
H 0.469 0.628 1.007
H 2.338 -1.096 1.193
H 3.356 -0.263 -1.075
H 1.327 -2.339 -1.116
H -0.275 -1.551 -0.765
H -0.296 -0.405 -2.854
H 0.239 -2.074 -3.245
H 5.008 -3.538 -5.851
Na 1.774 3.743 -1.398
Li -0.559 9.418 -0.210
Br 1.035 4.709 3.373
C -3.191 -2.030 -7.121
C -2.594 -1.001 -6.401
C -1.268 -1.107 -6.010
C -0.530 -2.246 -6.346
C -1.128 -3.270 -7.064
C -2.460 -3.164 -7.450
H -4.227 -1.947 -7.424
H -3.165 -0.116 -6.145
H -0.803 -0.306 -5.444
H 0.509 -2.329 -6.043
H -0.558 -4.153 -7.324
H -2.928 -3.966 -8.007
Mg 0.225 -0.533 -7.715
Br 1.741 -1.715 2.603
F 1.868 8.426 1.208
C -3.233 -4.805 8.904
Si -2.344 -5.642 7.458
C -3.346 -7.180 7.013
C -0.657 -6.198 8.097
N -2.239 -4.523 6.182
Si -1.506 -4.892 4.697
C -2.364 -6.302 3.778
C 0.328 -5.318 4.860
C -1.617 -3.364 3.586
H -3.320 -5.495 9.752
H -2.679 -3.924 9.238
H -4.239 -4.496 8.611
H -3.583 -7.757 7.916
H -2.794 -7.841 6.342
H -4.288 -6.903 6.535
H -0.004 -5.338 8.266
H -0.165 -6.879 7.399
H -0.765 -6.731 9.050
H -2.159 -7.269 4.241
H -2.010 -6.355 2.740
H -3.445 -6.147 3.756
H 0.842 -4.580 5.480
H 0.810 -5.326 3.874
H 0.475 -6.306 5.300
H -1.105 -2.514 4.046
H -2.659 -3.088 3.409
H -1.146 -3.566 2.614
C -3.218 -2.023 -2.452
Br -3.007 -0.332 -1.539
Br -2.950 -3.515 -1.258
Br -4.913 -2.133 -3.377
H -2.441 -2.076 -3.208
C 1.260 11.549 -3.281
Cl 0.366 10.719 -4.556
Cl 0.398 11.479 -1.735
H 2.229 11.073 -3.162
H 1.388 12.590 -3.559
*
```

Calculated values
Gap between HOMO and LUMO   2.2 eV
LUMO energy   -1.11 eV
Highest occupied orbital energy   -3.35 eV
DFT total energy   -450508.916 eV

***

ORCA calculation (the ωB97M-V functional and the def2-TZVPD basis) on a cluster of 6 separate species, C26H53BrN5O10S5 in total.

```
! wB97M-V def2-TZVPD RIJCOSX def2/J DEFGRID3
* xyz 1 1
C -2.946 -0.582 -1.337
C -1.930 0.212 -2.230
C -0.625 0.609 -1.438
Br -0.910 2.310 -0.533
N -0.245 -0.524 -0.550
C -0.438 -0.595 0.903
N -1.117 -1.843 1.350
C 0.293 -1.558 -1.176
N 0.745 -2.757 -0.681
C 1.204 -3.566 -1.653
N 1.089 -2.860 -2.817
N 0.555 -1.680 -2.520
H -3.972 -0.316 -1.682
H -2.899 -0.267 -0.265
H -2.746 -1.671 -1.428
H -2.376 1.129 -2.683
H -1.653 -0.476 -3.072
H 0.223 0.771 -2.148
H -1.009 0.249 1.337
H 0.567 -0.592 1.396
H -1.651 -1.648 2.196
H -1.721 -2.206 0.615
H 1.585 -4.587 -1.509
H 1.387 -3.209 -3.723
H 0.393 -1.001 -3.261
C 2.036 -4.380 2.333
C 3.565 -4.495 2.371
C 3.922 -5.549 3.421
S 2.530 -6.679 3.490
O 1.911 -6.568 4.788
O 2.917 -7.950 2.932
C 1.514 -5.811 2.302
H 1.694 -3.810 1.468
H 1.683 -3.872 3.235
H 3.930 -4.815 1.391
H 4.035 -3.542 2.598
H 4.820 -6.100 3.148
H 4.043 -5.106 4.407
H 0.465 -5.893 2.581
H 1.680 -6.270 1.326
C -2.790 6.394 -3.179
C -4.295 6.670 -3.167
C -5.011 5.315 -3.143
S -3.891 4.174 -2.333
O -3.476 3.174 -3.295
O -4.425 3.814 -1.041
C -2.554 5.336 -2.109
H -2.212 7.298 -2.983
H -2.493 6.008 -4.159
H -4.553 7.240 -2.270
H -4.604 7.262 -4.029
H -5.944 5.360 -2.583
H -5.201 4.944 -4.150
H -1.598 4.826 -2.213
H -2.647 5.761 -1.109
C 7.369 -1.619 5.365
C 6.645 -2.462 6.420
C 6.001 -3.649 5.698
S 7.014 -3.965 4.250
O 6.229 -3.686 3.067
O 7.718 -5.208 4.423
C 8.149 -2.610 4.508
H 8.027 -0.879 5.819
H 6.636 -1.089 4.750
H 7.369 -2.827 7.153
H 5.899 -1.879 6.960
H 5.981 -4.540 6.323
H 4.993 -3.411 5.359
H 8.458 -2.199 3.548
H 9.014 -2.999 5.046
C -1.017 11.309 -0.180
C -1.726 10.428 0.854
C -2.355 9.252 0.100
S -1.340 8.992 -1.356
O -2.130 9.293 -2.526
O -0.615 7.750 -1.217
C -0.223 10.354 -1.065
H -0.369 12.047 0.293
H -1.758 11.845 -0.779
H -0.995 10.054 1.576
H -2.479 10.986 1.411
H -2.361 8.344 0.700
H -3.366 9.484 -0.232
H 0.077 10.795 -2.013
H 0.648 9.963 -0.539
C -3.564 -6.824 -2.680
C -3.872 -6.362 -4.108
C -4.161 -4.857 -4.051
S -3.243 -4.225 -2.648
O -4.177 -3.758 -1.656
O -2.149 -3.397 -3.123
C -2.587 -5.799 -2.114
H -3.143 -7.829 -2.662
H -4.482 -6.832 -2.088
H -3.004 -6.546 -4.746
H -4.713 -6.907 -4.536
H -3.832 -4.348 -4.955
H -5.218 -4.659 -3.877
H -2.520 -5.822 -1.027
H -1.596 -5.914 -2.555
*
```

Calculated values
Gap between HOMO and LUMO   9.1 eV
LUMO energy   -2.54 eV
Highest occupied orbital energy   -11.63 eV
DFT total energy   -179957.089 eV